The following is a quantum chemistry calculation of the molecule C4H5NO2 at a distorted geometry, from the Open Molecules 2025 dataset.

XYZ file:
```
12
Properties=species:S:1:pos:R:3
O -0.953 -0.495 1.229
C -1.649 0.616 0.965
C 0.356 0.008 1.042
C 1.130 -0.881 0.153
N 0.716 0.419 -0.297
C -0.051 0.654 -1.439
O 0.016 -0.015 -2.441
H -2.368 0.256 0.199
H 0.718 0.618 1.863
H 0.573 -1.724 -0.254
H 2.184 -1.022 0.345
H -0.672 1.566 -1.367
```

The orbital gap comes out at 8.804 eV. Its total energy is -360.4575 Eh. The energy above the lowest of the compared OMol25 structures with the same formula, charge and spin comes out at 133.0 kcal/mol.